No. 1
The following is a DFT calculation (wB97M-V/def2-TZVPD) of a molecular structure, C52H51F3Li2N9O8 in a non-equilibrium geometry.

The geometry in XYZ format:
```
125
Properties=species:S:1:pos:R:3
Li -4.61427 3.29085 -4.41525
Li 0.00961 2.88093 -3.58294
C -1.67062 -0.03167 -0.57763
O -0.47461 0.58537 -0.16823
O -1.93742 0.91210 -1.57775
C -1.39034 -1.69318 -0.87234
F -0.57786 -2.24337 -0.00182
F -2.52513 -2.47691 -0.75515
F -0.90286 -1.89597 -2.07161
C -0.18186 0.40543 1.24933
C 1.24748 0.81466 1.66500
H 1.99990 0.12844 1.27632
H 1.65974 1.82241 1.61430
H 1.35753 0.55102 2.71690
H -0.24893 -0.58948 1.68951
H -0.61939 1.14835 1.91622
H -2.38243 0.11922 0.23395
C -8.30580 -1.30541 0.23946
C -8.52758 -0.11355 0.91958
C -8.09590 0.10910 2.20741
C -7.34306 -0.92694 2.82358
C -7.05101 -2.21112 2.15963
C -7.53766 -2.32765 0.88273
N -6.89156 -0.67931 4.23410
O -6.50069 -1.67628 4.91310
O -6.87523 0.52691 4.73189
H -8.68792 -1.51123 -0.74949
H -9.14647 0.66299 0.49489
H -8.20468 1.00098 2.80667
H -6.38544 -2.99227 2.49610
H -7.45019 -3.28101 0.38289
C 2.54361 -5.90380 3.50490
C 3.76609 -5.43898 3.92185
C 3.70924 -4.49157 4.95627
C 2.43112 -4.12218 5.55366
C 1.20772 -4.65714 5.07095
C 1.29208 -5.55806 4.02484
N 2.49570 -3.00074 6.52441
O 3.56599 -2.50426 6.79514
O 1.50746 -2.76860 7.22772
H 2.64806 -6.85664 3.00732
H 4.62858 -5.84778 3.41651
H 4.61125 -3.95694 5.21501
H 0.30561 -4.31388 5.55549
H 0.33803 -5.90748 3.65861
C -5.49833 -7.56925 -6.99638
C -6.56440 -8.24599 -7.60544
C -7.92506 -8.03924 -7.18528
C -8.17390 -7.04424 -6.22197
C -7.05760 -6.36943 -5.65435
C -5.73061 -6.55542 -6.10544
N -9.57995 -6.75097 -5.81736
O -10.50520 -7.19391 -6.48157
O -9.77040 -6.23217 -4.73935
H -4.57482 -7.94497 -7.41154
H -6.33299 -9.08867 -8.24007
H -8.77545 -8.57259 -7.58373
H -7.16285 -5.60583 -4.89789
H -4.85476 -6.03129 -5.75248
N -5.46137 6.63158 -1.87134
C -5.27565 6.61231 -0.47406
C -5.37477 7.78354 0.33953
C -5.61574 9.03410 -0.21952
C -5.96692 9.02846 -1.59271
C -5.82680 7.85750 -2.40504
H -5.23858 5.63434 -0.01732
H -5.27894 7.70322 1.41227
H -5.64333 10.00193 0.25895
H -6.17594 9.98692 -2.04443
H -5.95287 7.87410 -3.47752
N 3.30952 0.84351 -5.05186
C 4.08755 0.12009 -4.19315
C 5.36793 -0.31426 -4.38194
C 5.92735 -0.01921 -5.68327
C 5.18848 0.69329 -6.61096
C 3.87089 1.06307 -6.24326
H 3.55389 -0.10637 -3.28193
H 5.98204 -0.77378 -3.62161
H 7.00484 -0.09254 -5.67615
H 5.71795 0.94775 -7.51723
H 3.35250 1.61028 -7.01671
N 3.22067 -6.99260 -9.43250
C 3.47489 -5.69501 -9.82397
C 2.92961 -4.58072 -9.26773
C 2.00959 -4.80789 -8.25434
C 1.65104 -6.06214 -7.81309
C 2.20645 -7.10598 -8.51651
H 4.36918 -5.51470 -10.40203
H 3.25152 -3.55464 -9.36737
H 1.52268 -3.92113 -7.87620
H 0.94369 -6.11873 -6.99892
H 1.82728 -8.10288 -8.34680
N 8.56791 0.66158 4.38153
C 9.79106 0.05860 4.64390
C 10.51172 0.23717 5.89156
C 9.99658 1.15513 6.83333
C 8.88844 1.95627 6.48476
C 8.15811 1.64919 5.29934
H 10.29052 -0.61069 3.95907
H 11.42265 -0.33108 6.00866
H 10.56573 1.31139 7.73779
H 8.48964 2.63751 7.22183
H 7.25229 2.20276 5.10075
N 2.22948 5.50948 -1.30602
C 3.61387 5.57066 -1.39937
C 4.33652 6.49683 -0.67490
C 3.67435 7.39174 0.16752
C 2.35052 7.19831 0.49272
C 1.66041 6.24431 -0.25906
H 4.08041 5.01316 -2.19807
H 5.39220 6.64125 -0.85125
H 4.13912 8.27768 0.57434
H 1.94060 7.81020 1.28263
H 0.58351 6.25182 -0.17755
N 2.19362 6.94167 8.19425
C 2.74264 7.34816 9.36066
C 3.18002 6.40240 10.31785
C 3.01010 5.00424 9.99973
C 2.50718 4.66815 8.73384
C 2.06989 5.66806 7.86919
H 2.76099 8.38757 9.65338
H 3.40734 6.72976 11.32162
H 3.03334 4.34687 10.85632
H 2.30413 3.66153 8.39933
H 1.60645 5.41411 6.92731
```

- highest occupied orbital energy (hartree) = -0.337
- frontier orbital gap (eV) = 3.56
- molar mass (g mol⁻¹) = 1000.911
- E (Eh) = -3420.60267
- multiplicity = 1
- total charge = +1

No. 2
The following is a DFT calculation (wB97M-V/def2-TZVPD) of a molecular structure, C52H51N4O5P3PdTe.

The geometry in XYZ format:
```
117
Properties=species:S:1:pos:R:3
Pd 0.03797 -1.16217 -1.60011
Te 3.84173 2.52554 -0.79327
C 4.61460 3.05614 -2.72786
C 5.98804 3.05001 -2.95134
C 6.47878 3.40353 -4.19914
N 5.71122 3.75455 -5.22975
C 4.39486 3.76048 -5.00519
C 3.80874 3.43532 -3.79328
C 2.26176 1.26521 -1.22252
P 2.32153 -0.48669 -1.27974
C 3.35799 -1.13618 0.08827
C 3.27448 -0.52449 1.34204
C 3.93459 -1.05109 2.44134
C 4.69577 -2.20522 2.31592
C 4.79331 -2.82125 1.07593
C 4.13401 -2.29277 -0.02448
C 3.29380 -1.10949 -2.73621
C 2.80235 -2.20582 -3.44423
C 3.46383 -2.68721 -4.56688
C 4.62272 -2.06697 -5.00980
C 5.12307 -0.97331 -4.31473
C 4.46670 -0.50694 -3.18501
P 0.49500 1.62039 -1.43313
C 0.43041 3.44965 -1.64243
C 0.01436 4.09409 -2.80608
C -0.07336 5.47894 -2.86656
C 0.25412 6.25120 -1.76215
C 0.65750 5.62325 -0.58972
C 0.73382 4.24224 -0.53194
C 0.11600 1.02594 -3.15506
C 1.06570 0.96675 -4.18036
C 0.76571 0.38317 -5.39727
C -0.49641 -0.17058 -5.61680
C -1.44436 -0.13481 -4.61119
C -1.14360 0.45483 -3.38323
H 6.67537 2.74683 -2.16861
H 7.55023 3.39533 -4.38444
H 3.77119 4.05019 -5.84638
H 2.73293 3.48450 -3.68357
H 2.67222 0.37301 1.43907
H 3.85125 -0.55894 3.40412
H 5.20862 -2.61923 3.17617
H 5.38667 -3.72196 0.96410
H 4.22168 -2.78694 -0.98253
H 1.87295 -2.66147 -3.12140
H 3.05672 -3.53496 -5.10650
H 5.13073 -2.42529 -5.89835
H 6.02342 -0.47432 -4.65589
H 4.87230 0.33867 -2.64510
H -0.24526 3.50643 -3.67916
H -0.39698 5.95559 -3.78505
H 0.18932 7.33177 -1.80998
H 0.90919 6.21421 0.28315
H 1.03419 3.76029 0.39186
H 2.06212 1.34344 -3.99190
H 1.52504 0.33059 -6.16988
H -0.72242 -0.64952 -6.56246
H -2.41653 -0.58917 -4.76142
H -1.90492 0.50609 -2.61107
C -8.46288 4.59272 7.60378
O -7.24005 4.82568 6.95585
C -6.31175 3.80970 7.01646
C -5.12633 4.01961 6.31205
C -4.14038 3.06025 6.30735
C -4.30022 1.85292 7.00572
C -5.47332 1.67254 7.72517
C -6.48307 2.63525 7.72683
N -3.23346 0.93928 7.14099
N -2.64107 0.40578 6.15252
C -3.03861 0.41313 4.84380
C -4.33753 0.65820 4.33985
C -4.64048 0.55496 3.01232
C -3.66547 0.21707 2.00616
O -3.95735 0.17694 0.80262
C -2.31838 -0.12807 2.50771
N -1.39921 -0.53066 1.60922
C -0.19138 -0.82911 2.03101
C 0.19889 -0.75411 3.37354
C -0.72791 -0.34858 4.30335
C -2.03585 -0.02611 3.88946
H -9.07952 5.47126 7.42297
H -8.33234 4.46322 8.68455
H -8.97097 3.70859 7.20317
H -5.00649 4.94689 5.76526
H -3.23034 3.21945 5.74225
H -5.59813 0.75530 8.28785
H -7.38934 2.44924 8.28865
H -5.13978 0.89502 5.02283
H -5.65192 0.73008 2.66474
H 0.51695 -1.14266 1.26682
H 1.21209 -1.00942 3.65788
H -0.48410 -0.26605 5.35325
C 2.03340 -5.12422 0.32224
C 0.85500 -4.18861 0.15181
O 0.27370 -4.41687 -1.12075
P -0.70055 -3.22945 -1.74994
O -2.13868 -3.76768 -1.19189
C -2.91958 -2.93570 -0.31548
C -3.02721 -3.55328 1.05487
O -0.71760 -3.87971 -3.23851
C -0.92887 -5.27222 -3.46689
C 0.35700 -5.91672 -3.94825
H 2.51627 -4.95016 1.28602
H 2.76886 -4.94210 -0.46297
H 1.71118 -6.16620 0.26844
H 1.18629 -3.14400 0.22162
H 0.11010 -4.35770 0.93877
H -3.91618 -2.85564 -0.76111
H -2.50306 -1.93374 -0.22552
H -3.45247 -4.55956 0.99936
H -3.66645 -2.92845 1.67679
H -2.04778 -3.60289 1.53519
H -1.70681 -5.35312 -4.23204
H -1.29152 -5.75907 -2.56112
H 0.72238 -5.40374 -4.83986
H 0.18829 -6.96910 -4.19448
H 1.11719 -5.84972 -3.17110
```

- highest occupied orbital energy (hartree) = -0.072
- frontier orbital gap (eV) = 5.57
- molar mass (g mol⁻¹) = 1138.945
- E (Eh) = -4027.39004
- multiplicity = 1
- total charge = -2

No. 3
The following is a DFT calculation (wB97M-V/def2-TZVPD) of a molecular structure, C52H52F8IInO2PS.

The geometry in XYZ format:
```
118
Properties=species:S:1:pos:R:3
C -3.67860 -0.99800 -2.66767
C -3.23757 -1.16460 -4.11959
C -1.70398 -1.23406 -4.34619
C -0.81209 -0.66111 -3.23487
In -0.51321 1.47067 -3.38961
I 1.58721 2.07414 -1.57207
P -2.37133 2.91568 -2.43813
O -1.90538 4.45796 -2.19729
O -2.64980 2.45566 -0.89031
S -4.00535 2.91637 -3.48010
H -3.50204 0.01665 -2.30582
H -3.15211 -1.69564 -2.01389
H -4.75055 -1.19417 -2.56921
H -3.65070 -0.34722 -4.71951
H -3.68430 -2.08563 -4.50942
H -1.47291 -0.72172 -5.28783
H -1.43228 -2.28534 -4.51881
H 0.19947 -1.07053 -3.33783
H -1.15603 -0.95252 -2.24098
H 0.02265 1.95705 -4.95163
H -1.25239 4.51591 -1.48683
H -1.89040 1.98340 -0.51999
F 0.15310 3.29006 1.63692
C 0.93809 4.25019 2.16150
C 2.13027 4.56616 1.53770
C 2.91177 5.56238 2.10657
C 2.51070 6.21597 3.26444
C 1.30800 5.87123 3.86463
C 0.50801 4.88028 3.31368
H 2.43214 4.04775 0.63756
H 3.84702 5.82884 1.62903
H 3.13007 6.99232 3.69431
H 0.98447 6.37618 4.76623
H -0.43595 4.59326 3.75653
F 4.28575 2.13620 1.09166
C 5.50896 2.56466 0.73092
C 6.06905 3.62620 1.41321
C 7.28266 4.12455 0.95865
C 7.90306 3.56658 -0.15036
C 7.32677 2.47611 -0.79011
C 6.11873 1.95950 -0.34919
H 5.54399 4.05772 2.25451
H 7.73162 4.97078 1.46386
H 8.83012 3.98371 -0.52142
H 7.80622 2.05179 -1.66151
H 5.63385 1.13187 -0.84718
F 6.04119 -1.12013 -1.83359
C 5.19742 -1.25905 -2.88897
C 3.99948 -0.57761 -2.87051
C 3.14544 -0.72558 -3.95330
C 3.48562 -1.56441 -5.00673
C 4.69657 -2.24170 -4.98824
C 5.57713 -2.08865 -3.92407
H 3.72902 0.04976 -2.03031
H 2.20993 -0.18160 -3.95547
H 2.80470 -1.68953 -5.83799
H 4.96437 -2.89770 -5.80696
H 6.52724 -2.60355 -3.88517
F 7.26891 3.37367 -3.71917
C 6.40352 4.38913 -3.48955
C 6.86456 5.68647 -3.56745
C 5.96655 6.71232 -3.30278
C 4.65027 6.42876 -2.96594
C 4.22349 5.10888 -2.89155
C 5.10301 4.06911 -3.15441
H 7.89738 5.87695 -3.82524
H 6.30368 7.73987 -3.35781
H 3.95809 7.23362 -2.75757
H 3.20094 4.87823 -2.62110
H 4.79916 3.03275 -3.08862
F -2.84312 -2.92997 -0.04884
C -2.32483 -2.09160 0.87914
C -3.17766 -1.61073 1.85036
C -2.66352 -0.75209 2.81066
C -1.32564 -0.38799 2.77880
C -0.49665 -0.87785 1.77801
C -0.99013 -1.74016 0.80750
H -4.22072 -1.89017 1.83797
H -3.32009 -0.36085 3.57755
H -0.92901 0.29041 3.52253
H 0.54075 -0.57141 1.73733
H -0.36660 -2.12096 0.00937
F -6.24064 -2.29160 3.59932
C -7.04686 -2.53248 2.53595
C -8.27799 -1.91291 2.49187
C -9.09062 -2.15988 1.39426
C -8.66614 -3.00305 0.37711
C -7.41969 -3.60810 0.45577
C -6.59361 -3.37990 1.54739
H -8.57839 -1.24939 3.29092
H -10.05806 -1.67854 1.33197
H -9.30013 -3.17861 -0.48136
H -7.07589 -4.25393 -0.34141
H -5.61466 -3.83230 1.62701
F -6.92973 -6.49568 9.07774
C -7.07221 -5.45719 8.22172
C -8.12556 -4.58696 8.41270
C -8.26280 -3.52558 7.52836
C -7.36246 -3.35189 6.48675
C -6.31408 -4.24704 6.32519
C -6.15900 -5.31562 7.19739
H -8.81223 -4.74575 9.23254
H -9.08240 -2.83020 7.65816
H -7.47070 -2.52371 5.79961
H -5.61259 -4.11070 5.51225
H -5.35135 -6.02703 7.09464
F 1.34362 -4.28555 -3.40866
C 1.85216 -4.46908 -2.17223
C 1.20821 -5.34396 -1.32024
C 1.73513 -5.52667 -0.04876
C 2.87918 -4.84706 0.34551
C 3.49915 -3.97259 -0.53753
C 2.98727 -3.77200 -1.81168
H 0.31329 -5.85323 -1.65005
H 1.24052 -6.20176 0.63819
H 3.27947 -4.98959 1.34052
H 4.38279 -3.42444 -0.23445
H 3.44974 -3.07989 -2.49893
```

- highest occupied orbital energy (hartree) = -0.186
- frontier orbital gap (eV) = 7.13
- molar mass (g mol⁻¹) = 1165.733
- E (Eh) = -4189.64478
- multiplicity = 1
- total charge = -1

No. 4
The following is a DFT calculation (wB97M-V/def2-TZVPD) of a molecular structure, C52H54Cl3F2Ge2N3OPSr in a non-equilibrium geometry.

The geometry in XYZ format:
```
119
Properties=species:S:1:pos:R:3
Sr -0.46026 -0.53635 0.58520
C -4.16172 -3.55219 -1.37562
C -2.91462 -2.82199 -1.79946
O -2.77527 -1.62534 -1.62787
N -1.97849 -3.58932 -2.43798
C -0.70697 -3.03866 -2.87664
C 0.43406 -3.74476 -2.19968
C 0.96032 -4.92692 -2.70269
C 1.99605 -5.54385 -2.01696
C 2.46015 -4.96757 -0.85735
C 1.86720 -3.78782 -0.42205
N 0.87839 -3.18702 -1.08163
H -4.68548 -2.94155 -0.64479
H -3.92571 -4.52308 -0.93323
H -4.80261 -3.70352 -2.24910
H -2.07532 -4.58787 -2.40724
H -0.70160 -1.99915 -2.57344
H -0.61755 -3.10112 -3.96265
H 0.57348 -5.34984 -3.62399
H 2.43341 -6.46210 -2.39188
H 3.27377 -5.40113 -0.29091
H 2.21237 -3.30234 0.48269
F 1.00636 4.17707 3.49597
C 0.26486 3.75170 2.44975
C 0.40220 2.46727 1.96495
C -0.30606 2.03549 0.83624
C -1.19427 2.94902 0.22915
C -1.34509 4.21007 0.79659
F -2.21773 5.13080 0.29347
C -0.62547 4.64547 1.89299
C -1.86271 2.53323 -1.04817
C -2.84108 3.29062 -1.70912
C -3.30746 2.88746 -2.94852
C -2.83095 1.71656 -3.51415
C -1.91504 0.98976 -2.77605
N -1.42958 1.37755 -1.59538
H 1.10323 1.80368 2.47416
H -0.75849 5.64432 2.28990
H -3.23118 4.18882 -1.26143
H -4.04057 3.49284 -3.46984
H -3.15977 1.36943 -4.48616
H -1.54451 0.04376 -3.15359
Cl 4.60523 -0.13680 3.69188
Ge 3.15801 -1.41924 2.49180
Cl 3.59388 -3.41345 3.53130
Cl 4.63227 -1.82620 0.71066
C -1.69645 -2.04316 2.22149
Ge -1.83716 -0.78223 3.63747
C -0.24986 -0.18814 4.71008
C 0.09252 1.10083 5.13488
C 1.20596 1.33086 5.94589
C 2.00868 0.27231 6.34659
C 1.69944 -1.01854 5.92454
C 0.58686 -1.23977 5.12024
C -3.06846 0.71003 3.09912
C -2.93305 2.08883 3.31368
C -3.84769 3.00622 2.79448
C -4.92810 2.56660 2.03853
C -5.08430 1.20088 1.80563
C -4.16707 0.29155 2.32655
C -2.84725 -1.53569 5.24448
C -3.16686 -2.89015 5.26707
C -3.78233 -3.47476 6.37546
C -4.09621 -2.70096 7.49143
C -3.78605 -1.34108 7.48944
C -3.16460 -0.77418 6.37767
H -0.50088 1.95544 4.83135
H 1.44962 2.34363 6.24883
H 2.88194 0.44968 6.96524
H 2.33606 -1.85003 6.20649
H 0.36168 -2.25291 4.79287
H -2.09781 2.47420 3.88557
H -3.70572 4.06780 2.97149
H -5.63634 3.27967 1.62679
H -5.92073 0.84697 1.21033
H -4.28334 -0.77136 2.12744
H -2.91725 -3.48233 4.38311
H -4.01535 -4.53651 6.37459
H -4.57301 -3.15115 8.35746
H -4.02372 -0.73120 8.35722
H -2.91444 0.28695 6.39564
C 3.28967 -1.82286 -3.86744
C 3.81408 -0.41116 -3.53369
C 5.00065 -0.58035 -2.57989
C 4.28908 0.25277 -4.82774
P 2.38672 0.48027 -2.63039
C 1.40561 0.96622 -4.12545
C 1.37007 2.21105 -4.75725
C 0.53866 2.44572 -5.84899
C -0.26207 1.43222 -6.35660
C -0.23132 0.18273 -5.75460
C 0.57769 -0.03396 -4.64694
C 3.01833 2.07084 -1.85974
C 3.54926 1.64381 -0.47465
C 4.09501 2.87373 -2.58807
C 1.77473 2.93992 -1.59712
H 4.13794 -2.46818 -4.13497
H 2.60072 -1.81087 -4.71779
H 2.78213 -2.27405 -3.00713
H 5.75499 -1.21785 -3.06246
H 4.70845 -1.06083 -1.64451
H 5.48090 0.37034 -2.34142
H 5.03128 -0.39793 -5.31106
H 4.76629 1.21685 -4.63718
H 3.47205 0.40853 -5.53440
H 1.99724 3.01810 -4.40659
H 0.52094 3.42870 -6.30504
H -0.91575 1.61905 -7.19982
H -0.85672 -0.61886 -6.13268
H 0.55965 -1.00312 -4.15792
H 4.39492 0.95532 -0.52610
H 2.76234 1.15067 0.10329
H 3.86335 2.53372 0.08545
H 5.06203 2.36760 -2.57134
H 4.21908 3.83475 -2.07425
H 3.84658 3.08496 -3.62958
H 0.92646 2.32851 -1.27956
H 1.46358 3.52223 -2.46592
H 1.98700 3.63735 -0.77873
```

- highest occupied orbital energy (spin up / spin down) (hartree) = -0.009 / 0.012
- frontier orbital gap (spin up / spin down) (eV) = 3.76 / 3.17
- molar mass (g mol⁻¹) = 1145.193
- E (Eh) = -8359.68994
- ⟨S²⟩ = 0.76
- multiplicity = 2
- total charge = -2